262
Properties=species:S:1:pos:R:3:forces:R:3 method="wB97M-V/def2-TZVPD" homo_lumo_gap_ev=9.734 fmax_ha_per_bohr=0.095 total_energy_ha=-4746.69111 charge=-1 homo_energy_ev=-7.7185
O 4.11718 1.39962 -0.94726 -2.02 -0.10 0.03
C 2.98757 0.93267 -0.84181 3.72 -1.11 1.34
O 1.87488 1.44769 -1.18152 -0.65 1.55 -0.55
B 0.78990 0.56818 -0.83112 -0.81 -0.96 -0.47
O 1.44813 -0.66961 -0.35006 -4.17 0.13 0.31
C 2.67651 -0.49266 -0.20790 4.73 -1.23 0.01
O 3.46920 -1.34819 0.18196 -0.93 2.04 -0.41
O 0.00328 0.23114 -2.03239 -0.51 -0.02 -0.15
C -1.21599 0.72188 -1.91063 -1.66 1.55 -1.33
O -2.10885 0.86021 -2.75263 2.39 -0.94 1.89
C -1.30439 1.35169 -0.47982 -2.55 -0.11 -0.33
O -0.14205 1.22512 0.12769 0.04 -0.06 -0.35
O -2.36416 1.81842 -0.08203 2.07 -0.50 0.29
C 4.43464 -2.75299 9.83263 0.30 0.99 -0.75
C 3.71481 -3.15127 8.52780 -0.22 -1.22 0.95
O 3.19941 -2.17903 7.63135 2.79 0.36 2.36
C 2.51077 -2.73120 6.58946 -1.72 1.71 -0.63
C 2.10339 -1.50648 5.74036 0.32 -0.91 -0.69
H 4.71780 -3.63217 10.41139 -0.52 -0.27 -0.14
H 5.39781 -2.26191 9.69396 -0.07 0.35 -0.33
H 3.80586 -2.10077 10.43873 0.00 -0.04 0.07
H 4.31668 -3.90455 8.01945 0.37 0.19 -0.49
H 2.89310 -3.74971 8.92121 -0.68 -0.12 -0.20
H 3.03906 -3.41584 5.92593 0.38 -0.34 0.44
H 1.64826 -3.19153 7.07141 -0.48 -0.62 -0.65
H 1.28790 -0.88684 6.11336 -0.11 -0.38 0.07
H 1.92587 -1.92473 4.74958 -0.68 0.40 -0.25
H 2.95528 -0.84219 5.59510 0.19 -0.10 0.26
C 9.45386 -5.98532 2.20001 0.69 -0.16 1.63
C 9.02556 -5.68320 0.83119 0.48 -0.27 -1.39
O 8.82451 -4.29513 0.63398 0.46 -1.12 -1.45
C 7.64772 -3.79299 1.17680 -0.32 1.25 -0.28
C 7.23581 -2.47368 0.47005 -0.36 -0.40 0.48
H 10.13726 -6.83256 2.25715 0.02 -0.11 -0.12
H 10.00624 -5.10566 2.53043 0.04 -0.07 0.44
H 8.63354 -6.21007 2.88166 -0.05 0.28 0.08
H 9.80341 -5.98898 0.13152 0.31 0.39 -0.07
H 8.23102 -6.37849 0.56029 -0.95 0.60 -0.24
H 6.83306 -4.51164 1.08747 -0.08 -0.03 0.19
H 7.88673 -3.61055 2.22451 -0.64 0.20 0.40
H 8.01500 -1.71819 0.36903 0.25 -0.26 0.25
H 6.42532 -2.03878 1.05490 -0.04 0.16 0.15
H 6.78943 -2.59408 -0.51705 0.20 -0.41 -0.10
C 3.69682 3.13430 7.02505 -0.01 -0.04 -0.93
C 2.75517 2.73276 5.91485 0.10 0.03 0.04
O 1.49668 2.65758 6.48195 -2.48 -0.33 0.74
C 0.38274 2.32388 5.62815 0.07 -0.43 0.28
C -1.02150 2.25664 6.36281 2.55 0.06 -0.62
H 4.63912 3.32719 6.51226 0.28 0.31 0.42
H 3.24727 4.03479 7.44353 0.51 -0.02 0.44
H 3.84436 2.32257 7.73740 -0.18 0.23 0.14
H 2.73221 3.51143 5.15245 0.28 0.01 -0.44
H 3.08456 1.77975 5.50089 -0.13 -0.23 -0.40
H 0.37355 2.97614 4.75490 -0.18 0.50 0.05
H 0.58201 1.34165 5.19967 0.01 -0.39 0.02
H -1.68262 1.75944 5.65302 -0.31 0.36 0.13
H -1.31825 3.25931 6.67054 -0.32 -0.20 -0.09
H -0.87382 1.61408 7.23080 -0.21 0.07 0.10
C -6.45982 0.36056 4.94899 0.67 -0.27 -0.90
C -5.67233 -0.80236 4.28625 -1.28 0.80 0.06
O -6.52658 -1.88029 3.92101 0.41 -0.53 0.06
C -5.78310 -3.07437 3.63230 0.13 0.44 1.41
C -6.52517 -4.36940 3.89092 -0.30 0.00 -0.91
H -5.67035 1.10644 5.04120 -0.07 0.22 0.82
H -7.17910 0.87633 4.31281 -0.15 -0.50 -0.39
H -6.98184 0.09795 5.86911 0.41 -0.02 0.12
H -5.16398 -0.38129 3.41885 0.08 -0.08 -0.33
H -4.88438 -1.10428 4.97623 0.00 -0.38 0.21
H -5.28340 -3.02519 2.66485 -0.31 -0.03 -0.22
H -4.99115 -3.13893 4.37846 0.57 0.31 -0.01
H -6.75852 -4.55506 4.93933 0.10 0.26 -0.01
H -5.83114 -5.13296 3.53964 -0.07 -0.31 0.14
H -7.43764 -4.48705 3.30641 -0.07 0.13 -0.03
C 4.95060 -3.05014 3.96213 0.92 -0.23 0.08
C 3.91703 -3.67209 3.08581 0.24 -2.07 -0.44
O 4.65002 -4.68052 2.26178 -1.29 0.32 2.02
C 3.79969 -5.42975 1.40336 1.04 1.47 -1.93
C 3.84504 -4.63679 0.09020 -1.01 -1.02 -0.70
H 5.54316 -3.80958 4.47224 -0.12 -0.51 -0.18
H 5.67645 -2.57540 3.30194 -0.07 0.74 0.38
H 4.57930 -2.47543 4.81063 -0.11 0.66 -0.60
H 3.20542 -4.23136 3.69320 -0.25 -0.16 0.10
H 3.32756 -2.99489 2.46773 0.37 0.23 -0.27
H 4.23950 -6.37398 1.08226 0.38 -0.28 1.12
H 2.76696 -5.61273 1.70014 0.07 0.18 0.63
H 2.99180 -3.96708 -0.01735 0.40 0.32 -0.09
H 3.78249 -5.40175 -0.68376 -0.30 0.17 -0.54
H 4.81467 -4.16309 -0.06322 -0.24 0.25 0.30
C -1.04892 -0.62692 2.36277 0.13 0.13 -1.10
C -1.49468 -1.13255 3.68275 0.02 -0.77 0.37
O -1.59433 -2.57579 3.63772 0.08 0.46 2.14
C -1.62682 -3.12633 4.99637 0.27 0.76 -0.47
C -1.44883 -4.59332 4.91364 -0.14 -0.97 -0.76
H -0.10815 -1.05450 2.01604 0.21 -0.16 0.41
H -1.74278 -0.89237 1.56516 -0.34 0.21 -0.01
H -0.89224 0.45151 2.38575 -0.24 0.02 0.01
H -0.76330 -0.79806 4.41848 0.23 -0.32 0.35
H -2.44269 -0.70525 4.00953 -0.30 0.04 -0.17
H -0.89182 -2.66413 5.65534 0.66 0.22 -0.39
H -2.53709 -2.94143 5.56674 -0.71 0.37 -0.56
H -0.56428 -4.89999 4.35540 0.23 0.21 0.16
H -2.28457 -4.97642 4.32809 -0.15 -0.27 0.09
H -1.44873 -5.07892 5.88949 -0.02 0.07 0.06
C -11.31259 5.07575 0.22046 1.21 0.07 0.78
C -10.41012 3.96494 0.79136 -0.14 -1.32 -1.13
O -9.09141 3.93598 0.22613 -1.21 1.34 0.30
C -8.44301 2.69148 0.27370 1.13 1.38 0.17
C -6.94735 3.03330 0.07510 0.05 -1.91 0.69
H -12.28812 5.08180 0.70667 -0.12 -0.45 -0.26
H -10.92371 6.07162 0.43287 0.30 0.02 -0.18
H -11.35103 4.91801 -0.85738 -0.33 0.19 0.08
H -10.37437 3.81077 1.86981 0.09 0.74 0.32
H -10.86692 3.03923 0.44138 -0.39 -0.35 -0.02
H -8.57804 2.21231 1.24336 0.00 -0.03 0.29
H -8.85561 2.01137 -0.47149 0.13 -0.10 -0.33
H -6.47049 3.59357 0.87934 -0.81 0.87 -0.12
H -6.63630 3.37781 -0.91114 -0.28 0.04 0.14
H -6.44828 2.09515 0.31778 0.33 -0.53 -0.75
C 5.77075 3.13605 -6.26612 0.37 -1.87 0.16
C 4.77525 2.22578 -5.49984 0.83 2.45 -1.47
O 3.73058 3.15157 -5.24388 0.17 -1.26 0.14
C 2.64916 2.56901 -4.58571 -0.83 0.58 0.39
C 1.93328 3.71159 -3.96159 -0.54 0.43 1.32
H 5.93279 4.11132 -5.80711 -0.09 -0.18 -0.03
H 6.67588 2.52878 -6.27408 0.57 0.43 -0.10
H 5.46037 3.18710 -7.30975 -0.12 0.49 0.09
H 4.49417 1.46687 -6.23002 -0.33 -0.48 0.45
H 5.23819 1.81361 -4.60324 -0.36 -0.16 0.15
H 1.89474 2.13523 -5.24206 0.38 -0.63 -0.61
H 2.94149 1.83929 -3.83063 0.22 -0.20 -0.05
H 2.44314 4.09367 -3.07719 0.37 0.16 -0.11
H 0.98025 3.36845 -3.55900 -0.37 0.17 -0.30
H 1.83204 4.51545 -4.69073 -0.29 -0.03 0.08
C -4.56728 4.58902 -4.68549 0.50 -1.32 -0.56
C -3.80181 3.30012 -5.16870 -0.68 2.32 1.53
O -3.32436 3.45598 -6.49969 -0.04 -0.62 1.40
C -2.45354 2.36587 -6.62117 0.67 -1.35 -3.53
C -2.14793 2.25787 -8.14615 -0.38 0.12 0.20
H -4.65858 4.68242 -3.60334 0.32 -0.38 0.07
H -3.94001 5.41601 -5.01825 -0.53 0.28 -0.20
H -5.59013 4.56247 -5.06120 0.13 0.52 -0.40
H -2.93126 3.23244 -4.51628 0.08 -0.38 0.17
H -4.40837 2.40353 -5.04100 -0.03 -0.17 -0.18
H -1.51136 2.37407 -6.07314 -0.14 0.64 0.50
H -2.95501 1.42182 -6.40811 -0.14 0.04 0.61
H -1.96970 3.26165 -8.53184 0.22 -0.05 -0.10
H -3.02420 1.86380 -8.66089 -0.29 0.20 0.04
H -1.35812 1.57690 -8.46328 0.35 0.14 0.50
C -2.72152 -4.02355 0.66484 -0.34 0.93 0.22
C -2.44482 -3.63216 -0.81353 0.26 -2.10 0.96
O -1.72528 -4.76327 -1.30253 0.39 0.04 -1.90
C -1.45498 -4.71062 -2.74539 0.97 -0.28 1.04
C -0.11323 -3.97954 -3.09018 -1.25 -0.47 0.76
H -3.02346 -5.05005 0.87278 0.27 -0.34 -0.95
H -1.88996 -3.83803 1.34468 0.07 0.25 -0.21
H -3.59312 -3.49901 1.05633 0.12 0.61 0.03
H -3.38229 -3.57162 -1.36632 -0.18 0.37 -0.10
H -1.81564 -2.75630 -0.97192 -0.29 0.42 0.40
H -1.38554 -5.75206 -3.05951 0.02 -0.09 0.09
H -2.31363 -4.29361 -3.27164 0.00 0.30 0.03
H 0.72774 -4.40554 -2.54302 -0.16 -0.15 0.17
H -0.22985 -2.94703 -2.76088 0.33 0.20 -0.46
H 0.11966 -4.09680 -4.14853 -0.18 0.40 -0.08
C -7.27493 -1.80446 -8.62023 0.16 -0.29 -1.13
C -6.89992 -0.52272 -7.92779 0.56 -1.67 -1.63
O -6.80713 -0.89754 -6.60548 -0.01 0.64 0.63
C -7.13215 0.20726 -5.86186 -0.86 0.43 3.76
C -7.16364 -0.28474 -4.41285 0.46 -0.68 0.69
H -7.00493 -1.74793 -9.67474 -0.16 0.03 -0.25
H -6.62816 -2.57274 -8.19653 -0.20 -0.17 0.06
H -8.32159 -2.10142 -8.55371 0.04 0.10 0.27
H -5.88558 -0.30817 -8.26420 0.01 0.84 -0.30
H -7.60249 0.29819 -8.07133 0.13 0.05 -0.15
H -6.47298 1.07282 -5.92813 0.29 0.02 -0.59
H -8.16066 0.50616 -6.06418 -0.11 0.33 -0.43
H -7.59005 0.35028 -3.63631 -0.41 0.27 -0.47
H -6.20016 -0.54826 -3.97654 0.53 0.29 -0.44
H -7.64837 -1.26101 -4.40729 -0.54 0.15 0.07
C 6.16579 1.19510 2.74473 0.26 -2.03 0.30
C 6.18029 2.63187 2.51901 -0.88 1.05 -1.17
O 7.50215 3.05407 2.31780 -0.51 1.43 0.61
C 7.53705 4.48800 2.03005 1.26 -2.15 0.40
C 9.00162 4.77429 2.14024 0.68 1.86 -1.20
H 7.05388 1.08565 3.36717 -0.17 -0.83 0.38
H 5.25873 0.82013 3.21880 0.07 0.30 0.47
H 6.25189 0.52102 1.89250 0.38 0.42 -0.41
H 5.62468 2.92993 1.62988 -0.50 0.02 -0.16
H 5.69630 3.09787 3.37732 0.17 0.52 0.24
H 7.17518 4.58327 1.00629 -0.11 0.45 -0.03
H 6.98638 5.11900 2.72769 -0.45 -0.33 0.10
H 9.57174 4.16168 1.44183 0.05 -0.38 0.45
H 9.45628 4.87491 3.12576 -0.37 -0.78 0.13
H 9.15199 5.77611 1.73793 0.04 0.39 -0.18
C 5.49031 -3.22493 -3.78927 -0.93 -1.23 -0.73
C 4.55662 -2.20267 -4.50001 2.08 -2.00 1.29
C 3.19955 -2.05702 -3.89747 -0.04 0.30 0.04
O 5.37178 -1.06563 -4.54256 -0.84 1.05 -1.32
H 5.68033 -3.03042 -2.73374 0.13 0.39 -0.10
H 6.39361 -3.33502 -4.38929 0.30 0.54 0.31
H 5.10287 -4.24225 -3.84445 -0.50 -0.19 0.24
H 4.36015 -2.63911 -5.47930 0.48 0.57 -0.55
H 2.70070 -1.34135 -4.55097 -0.54 0.10 0.41
H 3.21930 -1.74473 -2.85335 -0.02 0.18 -0.01
H 2.71620 -3.03227 -3.95544 -0.28 0.06 0.00
H 5.74283 -0.92571 -3.66829 0.13 0.38 0.49
C -3.18022 -3.85731 -6.17913 -0.87 -0.56 0.83
C -3.74581 -2.67136 -5.37215 1.16 2.30 -1.94
C -3.33963 -1.29091 -6.02486 0.40 -1.12 -0.66
O -5.13436 -2.73237 -5.44706 -0.86 -1.43 0.72
H -3.47046 -4.76307 -5.64672 0.22 -0.20 0.32
H -2.10566 -3.91539 -6.35246 -0.06 0.42 0.06
H -3.75624 -3.99578 -7.09408 0.25 0.57 -0.34
H -3.39446 -2.62771 -4.34125 0.02 -0.40 0.17
H -3.69567 -1.26438 -7.05473 -0.95 -0.04 -0.04
H -2.28832 -1.20079 -6.29823 0.45 0.05 1.03
H -3.70424 -0.42120 -5.47826 0.14 -0.12 0.11
H -5.57485 -1.90116 -5.63854 0.25 0.23 -0.26
C 3.13042 6.29425 0.63073 -0.71 -0.50 -0.28
C 2.96070 4.88822 1.23099 1.86 1.87 0.54
O 1.65528 4.68725 1.65329 -1.22 -0.45 -0.39
H 2.70175 7.04666 1.29271 0.23 0.04 0.09
H 2.58428 6.36016 -0.31028 -0.02 0.02 -0.13
H 4.18230 6.48316 0.41634 0.01 0.11 0.17
H 3.55177 4.93082 2.14582 0.50 -0.38 0.14
H 3.47629 4.21276 0.54833 -0.77 -0.72 -0.06
H 1.34430 3.79384 1.48986 0.10 -0.09 -0.11
C -2.82958 4.25600 2.50883 -0.78 -0.71 -0.09
C -4.00070 3.19070 2.48213 0.28 2.67 -0.56
O -3.54582 1.98729 2.94926 0.31 -1.57 0.45
H -2.44943 4.34847 3.52619 -0.02 -0.08 0.05
H -3.09054 5.25740 2.16647 -0.36 -0.01 -0.03
H -2.01342 3.91534 1.87169 0.01 -0.17 0.00
H -4.41842 3.07633 1.48186 0.25 0.14 -0.28
H -4.85063 3.52461 3.07730 0.10 0.09 0.39
H -3.20549 1.55097 2.16479 0.40 -0.42 -0.03
C 7.32661 2.23203 -1.69717 0.96 0.39 0.67
C 7.35218 0.72060 -1.50875 -1.79 0.69 -0.30
O 6.20120 0.20581 -2.14706 0.00 -0.95 -0.92
H 8.32078 2.59097 -1.43093 0.20 0.41 -0.36
H 6.67715 2.72952 -0.97688 -0.29 -0.31 0.12
H 6.99727 2.58590 -2.67411 0.36 -0.34 -0.20
H 7.14325 0.53959 -0.45439 1.17 -0.32 0.33
H 8.19376 0.19810 -1.96352 0.19 0.21 0.47
H 5.46142 0.65735 -1.73422 -0.53 -0.07 0.09
C -6.20782 -1.55616 0.37825 0.54 0.87 -0.43
C -6.41063 -1.26548 -1.11853 -0.08 -0.54 1.04
O -7.26228 -2.30042 -1.60147 -0.15 0.08 -0.56
H -5.70178 -2.49891 0.58624 -0.49 -0.25 -0.23
H -7.20436 -1.45836 0.80887 0.17 -0.50 0.35
H -5.56704 -0.81810 0.86072 -0.01 0.37 -0.05
H -5.50982 -1.20688 -1.72944 0.19 0.07 0.20
H -6.94021 -0.31459 -1.17728 -0.02 0.05 -0.31
H -6.71451 -2.90948 -2.10206 -0.09 -0.09 -0.08
C -0.64181 5.10710 -0.95557 0.13 0.12 0.39
C -1.78127 4.67444 -1.83996 -0.67 -0.04 0.43
O -2.96342 5.48812 -1.50829 0.87 -0.73 -1.18
H -0.12908 6.02241 -1.25123 0.06 -0.14 -0.42
H 0.07013 4.29506 -0.80786 0.21 0.11 -0.05
H -1.06314 5.37007 0.01471 0.06 -0.29 0.23
H -1.97833 3.61082 -1.70581 -0.41 0.03 0.55
H -1.54295 4.65489 -2.90341 -0.28 1.05 -0.16
H -3.26037 5.18499 -0.64717 0.02 -0.12 0.10